No. 1
This record from the Open Molecules 2025 dataset describes a single C15H20N2OS3 molecule in a non-equilibrium geometry. The level of theory is ωB97M-V/def2-TZVPD.

```
41
Properties=species:S:1:pos:R:3:forces:R:3
C -0.220 -4.577 -0.622 -1.17 -0.60 1.94
H 0.540 -2.676 -1.261 -1.73 -0.30 0.11
H -2.338 -2.289 1.737 -0.27 -0.47 -0.69
C 2.338 3.516 1.817 1.47 1.03 -2.60
C 2.331 2.911 0.554 0.64 0.68 0.74
S -0.714 4.089 0.008 -0.62 1.90 -0.45
H 4.638 5.712 0.462 0.48 -0.27 -0.51
C -1.467 4.857 -1.404 0.61 0.71 0.18
C 3.319 4.616 1.722 -1.19 -0.55 1.69
H -1.618 -0.683 0.720 -1.07 1.32 0.65
C -2.193 -2.937 0.842 1.29 0.64 -0.03
C -1.512 -5.203 0.098 1.97 1.79 -1.73
H 1.686 3.387 2.695 0.39 -0.31 -0.82
H -1.524 4.340 -3.531 0.03 0.03 0.67
H -2.896 -4.837 1.498 -0.57 0.12 0.79
N -0.965 -2.459 0.210 1.34 1.44 1.17
H 0.679 -4.599 0.022 -0.50 -0.37 -0.03
C -0.444 2.907 -2.243 0.16 1.86 2.17
N 0.470 0.886 1.297 1.31 2.80 -2.66
C 0.467 -0.567 0.994 1.78 0.55 -0.93
C -1.951 -4.369 1.263 0.02 -0.95 1.56
H 1.416 -0.692 0.451 -0.50 -0.76 -0.57
C 4.046 4.825 0.587 -1.88 -0.88 1.41
C -0.458 -3.143 -0.938 -0.49 0.81 -0.92
H 3.347 5.243 2.595 0.44 0.44 0.09
H -0.753 -0.547 -0.782 0.03 -0.01 -0.40
H 0.731 -1.183 1.866 -0.99 0.51 0.31
H -0.061 -5.190 -1.465 0.51 -0.50 -1.27
H -2.328 -5.200 -0.658 0.47 -0.30 0.37
C -1.227 4.099 -2.500 0.48 -1.27 -0.36
H -0.223 2.272 -3.034 0.73 -1.32 -0.89
H -1.321 -3.028 -1.660 1.20 -0.28 -0.63
C -0.759 -0.999 0.204 0.28 -1.87 0.74
O 1.588 0.890 -1.217 0.09 1.54 1.92
H -1.218 -6.182 0.377 -0.22 -1.14 0.30
H -3.050 -2.844 0.131 0.05 -0.19 0.43
C 0.026 2.878 -0.919 -1.24 -0.39 -0.97
H -1.262 -4.512 2.201 -1.10 0.64 -1.84
H -1.817 5.926 -1.518 0.12 -1.60 0.96
S 1.124 1.723 -0.061 -1.13 -3.49 0.37
S 3.572 3.642 -0.537 -1.21 -0.99 -0.26
```
Positions in Å, forces in eV/Å.

charge: 0
multiplicity: 1
orbital gap: 7.421 eV
DFT total energy: -1962.67206 Ha
LUMO energy: -0.1 eV
highest occupied orbital energy: -7.55 eV
SMILES: O=S(=NCCN1CCCCC1)(c1cccs1)c1cccs1

***

No. 2
This record from the Open Molecules 2025 dataset describes a single C15H20N4O3S molecule. The level of theory is ωB97M-V/def2-TZVPD.

```
43
Properties=species:S:1:pos:R:3:forces:R:3
C -3.773 -0.029 0.799 -0.27 -0.16 -0.14
C 5.010 1.143 -1.213 -0.04 -0.14 0.13
C 4.142 -1.126 -0.020 -0.41 0.09 0.15
C 3.347 0.027 0.106 0.64 -0.04 -0.42
H 6.714 -0.106 -1.674 0.09 0.11 -0.07
H -5.847 -0.560 0.408 0.03 0.09 -0.04
H -4.995 0.142 -0.993 -0.03 -0.05 0.07
H 3.204 2.076 -0.525 -0.10 0.10 0.04
H -1.311 -1.525 -0.857 0.03 -0.03 0.02
C 0.818 2.082 0.720 0.24 -0.26 0.53
H -0.623 0.778 1.362 0.19 0.05 0.00
S 3.579 -2.651 0.660 -0.28 0.07 0.01
H 2.724 1.894 1.726 -0.15 -0.05 -0.05
C -4.895 -0.528 -0.123 0.08 0.26 0.19
C 1.828 1.292 1.569 -0.19 0.23 0.07
H -3.009 1.321 -1.313 0.05 -0.05 -0.05
C -2.144 0.954 -0.743 0.09 0.34 0.20
H -3.431 -1.318 -2.147 0.00 -0.07 0.03
O 1.154 3.010 0.010 0.21 0.35 -0.29
H 1.637 -2.196 -0.673 -0.08 0.02 0.05
C 5.745 -0.031 -1.202 0.04 0.32 -0.14
H -2.208 -2.132 0.548 0.04 -0.08 -0.08
C 3.797 1.174 -0.542 0.03 -0.13 -0.03
H 1.241 -3.136 0.792 -0.04 0.13 0.00
H -3.287 -2.982 -1.511 0.05 0.06 -0.06
C -1.537 2.119 0.052 -0.08 -0.01 -0.33
H -1.397 0.595 -1.456 -0.04 0.02 -0.01
N 5.304 -1.140 -0.634 0.13 -0.44 0.03
H -3.964 1.003 1.093 -0.04 0.02 0.08
O 0.425 -0.982 1.843 -0.18 -0.09 0.13
H 1.377 1.033 2.530 0.11 0.05 -0.11
H 5.375 2.021 -1.721 0.05 0.08 -0.05
O -4.648 -1.845 -0.566 -0.03 -0.08 0.09
C -2.262 -1.472 -0.324 -0.27 -0.20 -0.16
C -3.407 -1.934 -1.233 0.37 0.00 0.03
H -3.751 -0.654 1.697 -0.11 0.07 0.04
C 1.407 -1.035 1.127 -0.08 -0.46 -0.09
N 2.198 0.049 0.907 0.01 0.23 0.15
N -0.437 1.636 0.851 -0.46 -0.18 0.05
H -1.156 2.893 -0.618 -0.11 -0.02 0.10
H -2.292 2.559 0.712 0.01 0.05 -0.10
C 1.811 -2.295 0.402 0.40 -0.15 0.05
N -2.462 -0.124 0.176 0.05 -0.06 -0.01
```
Positions in Å, forces in eV/Å.

charge: 0
multiplicity: 1
orbital gap: 9.027 eV
DFT total energy: -1426.54777 Ha
LUMO energy: 0.6 eV
energy above the lowest of the compared OMol25 structures with the same formula, charge and spin: 1.739 eV
highest occupied orbital energy: -8.44 eV
SMILES: O=C(CN1C(=O)CSc2ncccc21)NCCN1CCOCC1